1.
Below is 26 unconnected molecules or ions with the total composition C12H69N2O28 at a distorted geometry, with properties calculated with wB97M-V/def2-TZVPD.

Cartesian coordinates (Å):
C 1.826 -2.447 0.999
C 2.166 -1.461 -0.288
O 3.393 -0.665 -0.074
N 3.016 0.324 0.756
C 3.632 1.662 0.371
C 2.398 2.634 -0.101
C 1.794 3.605 1.083
C 1.105 2.805 2.338
C -0.471 2.396 2.117
N -0.881 2.190 0.676
C -1.025 0.811 0.069
C -1.433 0.794 -1.519
C -1.574 2.393 -1.854
C -1.230 3.149 -0.440
C 4.616 2.298 1.520
O 5.188 3.505 1.271
O 4.918 1.704 2.836
H 2.495 -2.204 1.935
H 0.705 -2.280 1.351
H 2.016 -3.556 0.607
H 1.277 -0.704 -0.364
H 2.187 -2.045 -1.325
H 3.168 0.092 1.761
H 4.321 1.438 -0.575
H 1.577 1.917 -0.587
H 2.800 3.290 -1.005
H 1.058 4.389 0.565
H 2.655 4.282 1.558
H 1.141 3.512 3.288
H 1.702 1.811 2.510
H -0.611 1.338 2.653
H -1.193 3.130 2.721
H -0.861 -0.240 0.558
H -1.594 -0.084 -2.276
H -1.857 2.976 -2.830
H -1.200 4.276 -0.126
O 4.549 -1.016 -3.029
H 4.688 -1.106 -2.074
H 5.291 -0.466 -3.322
O 3.127 -4.490 -0.964
H 4.012 -4.106 -0.869
H 2.889 -4.307 -1.885
O -0.253 0.053 4.433
H -0.548 0.647 5.140
H 0.029 -0.747 4.902
O -0.981 1.907 -4.796
H -1.337 1.017 -4.939
H -0.254 1.770 -4.170
O -2.114 -1.128 -6.006
H -1.914 -1.164 -6.953
H -3.044 -1.396 -5.953
O -1.990 6.530 -0.961
H -2.596 7.002 -0.370
H -2.445 6.539 -1.817
O -2.974 -1.267 4.268
H -2.169 -0.731 4.224
H -3.688 -0.631 4.110
O -4.560 2.952 1.329
H -4.239 3.849 1.506
H -3.765 2.467 1.061
O -3.984 -2.780 -4.519
H -4.340 -3.670 -4.663
H -3.257 -2.918 -3.894
O 3.583 -4.507 2.539
H 3.783 -4.543 1.592
H 2.653 -4.775 2.593
O 1.766 -2.303 4.777
H 2.145 -2.790 5.525
H 2.508 -1.777 4.441
O -6.933 -2.023 -4.512
H -6.611 -1.126 -4.335
H -6.138 -2.508 -4.780
O 4.537 -7.449 0.153
H 5.342 -6.912 0.109
H 3.823 -6.813 -0.005
O -1.059 -3.524 3.608
H -1.366 -4.321 3.150
H -1.873 -3.033 3.794
O -4.071 -0.319 1.812
H -3.417 -0.962 2.122
H -4.909 -0.804 1.842
O 7.416 1.426 4.606
H 6.524 1.284 4.254
H 7.862 1.938 3.915
O -8.871 -0.367 -5.862
H -8.217 -1.011 -5.552
H -9.709 -0.853 -5.832
O -1.381 -5.731 1.793
H -0.861 -5.350 1.070
H -1.386 -6.681 1.602
O -9.181 2.519 -5.017
H -8.661 2.900 -5.740
H -9.186 1.569 -5.208
O 4.238 3.532 4.992
H 4.634 2.901 4.373
H 4.600 4.388 4.718
O -6.161 2.256 -3.958
H -7.052 2.114 -4.311
H -5.715 2.767 -4.649
O 5.360 6.152 4.516
H 6.166 6.688 4.472
H 4.646 6.788 4.358
O 7.564 0.971 1.504
H 7.257 0.174 1.046
H 6.750 1.462 1.690
O -4.113 -4.678 2.923
H -3.527 -5.293 2.457
H -4.988 -5.087 2.847
O -0.083 -2.058 -8.603
H 0.296 -2.544 -7.856
H 0.659 -1.532 -8.940

## Properties
- Relative energy (zero: lowest compared OMol25 entry of this formula, charge and spin): 238.6 kcal/mol
- Charge: -1
- Frontier orbital gap: 6.28 eV
- M: 689.7 g mol⁻¹
- Max |F|: 6.87 eV/Å

These are the Löwdin partial charges, in e, on atoms 1 to 5:
1 C -0.084
2 C -0.200
3 O -0.219
4 N -0.110
5 C -0.180


2.
Below is a molecular structure, C12H6BClF4N2O4S3Sn, with properties calculated with wB97M-V/def2-TZVPD.

Cartesian coordinates (Å):
Sn 0.127 0.241 -0.486
O -5.800 -0.335 -0.139
C -5.277 -1.542 -0.046
O -5.949 -2.526 0.115
C -3.782 -1.651 -0.128
C -3.079 -2.847 -0.074
Cl -3.624 -4.437 0.076
N -1.758 -2.576 -0.162
N -1.578 -1.253 -0.302
C -2.774 -0.687 -0.288
C -2.793 0.811 -0.423
O -3.849 1.414 -0.465
O -1.621 1.351 -0.505
C -0.639 -3.480 -0.148
C -0.410 -4.266 0.971
C 0.676 -5.125 0.972
C 1.524 -5.181 -0.126
C 1.288 -4.384 -1.234
C 0.197 -3.530 -1.255
H -5.118 0.377 -0.266
H -1.081 -4.204 1.818
H 0.865 -5.751 1.834
H 2.373 -5.852 -0.115
H 1.947 -4.431 -2.090
H -0.010 -2.907 -2.108
S 2.229 -2.247 3.625
C 1.134 -1.273 2.723
S -0.270 -0.522 2.833
S 2.424 -1.586 1.608
F 1.315 0.082 -4.109
B 0.190 0.461 -3.456
F 0.478 1.484 -2.473
F -0.875 0.782 -4.218
F -0.206 -0.666 -2.518

## Properties
- Relative energy (zero: lowest compared OMol25 entry of this formula, charge and spin): 0.0 kcal/mol
- Frontier orbital gap: 8.25 eV
- M: 579.4 g mol⁻¹
- Max |F|: 0.47 eV/Å

These are the natural (NBO) partial charges, in e, on atoms 1 to 5:
1 Sn 1.469
2 O -0.663
3 C 0.783
4 O -0.569
5 C -0.256


3.
Below is a molecular structure, C12H6Cl3NO3Pd, with properties calculated with wB97M-V/def2-TZVPD.

Cartesian coordinates (Å):
Pd -0.863 -1.529 -1.320
Cl 4.746 -1.659 3.001
C 3.153 -1.696 2.306
C 3.001 -1.927 0.955
C 1.713 -1.943 0.455
Cl 1.480 -2.227 -1.270
C 0.549 -1.749 1.202
O -0.661 -1.801 0.703
C 0.777 -1.505 2.571
Cl -0.592 -1.230 3.591
C 2.045 -1.484 3.115
H 3.855 -2.088 0.313
H 2.170 -1.299 4.173
O -4.423 0.303 -1.886
C -3.269 -0.049 -1.794
O -2.841 -1.276 -1.752
C -2.196 1.015 -1.619
C -2.515 2.361 -1.590
C -1.496 3.283 -1.435
C -0.185 2.838 -1.317
C 0.059 1.480 -1.355
N -0.931 0.599 -1.506
H -3.555 2.638 -1.686
H -1.716 4.342 -1.405
H 0.637 3.528 -1.192
H 1.058 1.075 -1.260

## Properties
- Frontier orbital gap (alpha / beta): 8.18 / 6.64 eV
- M: 425.0 g mol⁻¹
- ⟨S²⟩: 2.0056
- Max |F|: 0.68 eV/Å
- Multiplicity: 3

These are the natural (NBO) partial charges, in e, on atoms 1 to 5:
1 Pd 1.167
2 Cl 0.007
3 C -0.044
4 C -0.251
5 C -0.103


4.
Below is 2 unconnected molecules or ions with the total composition C12H6FN6O8S2 at a distorted geometry, with properties calculated with wB97M-V/def2-TZVPD.

Cartesian coordinates (Å):
F 1.516 0.033 2.750
C 0.537 0.031 1.857
S -0.433 1.513 1.782
O -0.217 2.319 2.965
O -0.357 2.082 0.451
C -2.045 0.725 1.949
C -2.047 -0.654 1.957
C -3.237 -1.362 2.100
C -4.436 -0.660 2.211
C -4.434 0.738 2.212
C -3.233 1.436 2.097
S -0.440 -1.448 1.783
O -0.385 -2.002 0.446
O -0.218 -2.261 2.959
H -3.203 -2.448 2.112
H -5.371 -1.211 2.292
H -5.367 1.292 2.296
H -3.194 2.521 2.113
O 0.892 1.218 -5.203
N 1.116 0.144 -4.627
O 0.907 -0.975 -5.156
C 1.649 0.105 -3.268
C 1.921 -1.110 -2.648
C 2.435 -1.135 -1.332
N 2.810 -2.344 -0.643
O 2.637 -3.464 -1.156
O 3.333 -2.175 0.484
C 2.687 0.043 -0.639
N 2.470 1.225 -1.297
N 2.712 2.490 -0.827
N 2.342 3.311 -1.778
N 1.870 2.653 -2.868
C 1.944 1.337 -2.578
H 1.759 -2.051 -3.167
H 3.077 0.084 0.370

## Properties
- Relative energy (zero: lowest compared OMol25 entry of this formula, charge and spin): 23.1 kcal/mol
- Charge: -1
- Frontier orbital gap: 5.13 eV
- M: 445.3 g mol⁻¹
- Max |F|: 2.78 eV/Å

These are the natural (NBO) partial charges, in e, on atoms 1 to 5:
1 F -0.341
2 C -0.581
3 S 2.110
4 O -0.938
5 O -0.942


5.
Below is a molecular structure, C12H7Br13O4 at a distorted geometry, with properties calculated with wB97M-V/def2-TZVPD.

Cartesian coordinates (Å):
C 3.608 -1.505 2.619
C 2.455 -1.201 2.734
C 1.151 -0.573 2.612
C 0.128 -1.091 1.921
C 0.230 -2.455 1.212
C 0.081 -3.556 2.301
O 0.949 -3.913 3.001
Br -1.722 -4.360 2.488
C -1.047 -0.068 2.024
O -2.163 -0.186 1.677
O -0.469 1.045 2.591
C 0.726 0.767 3.238
O 1.256 1.375 4.092
H 4.632 -1.689 2.339
H -0.503 -2.607 0.405
H 1.235 -2.562 0.768
C 3.015 3.630 0.541
Br 3.278 5.303 1.466
Br 4.695 2.815 0.038
Br 1.907 2.418 1.561
H 2.482 3.853 -0.378
C -3.442 -0.413 -2.169
Br -3.162 1.346 -1.427
Br -2.955 -0.494 -4.034
Br -2.542 -1.776 -1.134
H -4.506 -0.620 -2.111
C -5.813 -3.890 -1.974
Br -5.506 -4.300 -3.834
Br -6.587 -2.134 -1.749
Br -6.867 -5.250 -1.101
H -4.846 -3.874 -1.487
C 4.124 5.123 -3.568
Br 5.031 6.823 -3.662
Br 2.335 5.306 -2.862
Br 4.131 4.208 -5.266
H 4.678 4.505 -2.871

## Properties
- Frontier orbital gap: 8.79 eV
- M: 1253.9 g mol⁻¹
- Max |F|: 3.17 eV/Å

These are the natural (NBO) partial charges, in e, on atoms 1 to 5:
1 C -0.117
2 C -0.075
3 C -0.146
4 C -0.050
5 C -0.546


6.
Below is a molecular structure, C12H7Cl3NO4PdS5 at a distorted geometry, with properties calculated with wB97M-V/def2-TZVPD.

Cartesian coordinates (Å):
Pd -0.182 0.525 -0.034
O 0.020 -2.888 -2.374
C 0.188 -1.919 -1.676
O -0.658 -1.296 -0.931
C 1.586 -1.266 -1.647
C 2.744 -2.006 -1.798
C 3.951 -1.332 -1.692
C 3.959 0.041 -1.489
C 2.754 0.706 -1.364
N 1.596 0.046 -1.432
H 2.675 -3.068 -1.981
H 4.887 -1.871 -1.771
H 4.886 0.590 -1.415
H 2.708 1.774 -1.202
C -4.806 2.670 1.714
S -4.195 4.221 1.033
C -2.982 3.871 -0.143
C -2.472 2.681 -0.652
S -2.877 1.054 -0.327
S -1.231 2.864 -1.865
C -1.166 4.582 -1.872
S -0.129 5.415 -2.840
S -2.260 5.328 -0.762
H -5.371 2.117 0.972
H -5.461 2.979 2.527
H -3.986 2.079 2.111
Cl -1.134 0.286 2.492
C -0.041 1.691 2.875
Cl -1.012 3.104 3.227
Cl 1.004 1.283 4.204
C 0.721 1.805 1.508
O 0.255 2.628 0.673
O 1.639 0.982 1.334

## Properties
- Charge: +1
- Frontier orbital gap (alpha / beta): 6.99 / 4.02 eV
- M: 602.3 g mol⁻¹
- ⟨S²⟩: 6.0667
- Max |F|: 2.37 eV/Å
- Multiplicity: 5

These are the natural (NBO) partial charges, in e, on atoms 1 to 5:
1 Pd 1.128
2 O -0.568
3 C 0.750
4 O -0.752
5 C 0.101